[1]
This record from the OMol25 dataset describes 14 unconnected molecules or ions with the total composition C13H52IO13 at a distorted geometry. The level of theory is the ωB97M-V functional and the def2-TZVPD basis.

## Properties
**Calculated total energy**: -1802.216197 Ha
**Total charge**: -1
**LUMO level**: 2.6 eV

XYZ file:
```
79
Properties=species:S:1:pos:R:3:forces:R:3:lowdin_charge:R:1
I -0.114437 0.103636 -0.068362 -0.12 -0.11 0.03 0.242
C 0.719323 3.938786 0.746008 -0.34 0.64 0.52 -0.164
O 1.183613 5.281976 0.820708 0.55 0.49 0.15 -0.138
H 0.197363 3.710536 1.675288 -0.26 -0.33 -0.01 0.064
H 0.030613 3.907886 -0.098282 0.18 -0.90 -0.12 0.072
H 1.586963 3.279546 0.719228 -0.18 0.04 -0.54 0.064
H 0.415523 5.840996 0.959088 0.05 0.02 -0.02 0.064
C 2.226443 -0.028994 3.748588 -0.52 -0.93 -0.91 -0.164
O 3.042013 0.314236 4.846658 -0.12 0.48 0.18 -0.105
H 1.692973 0.730066 3.176458 0.47 1.04 0.41 0.060
H 2.810633 -0.551904 2.991368 -0.07 -0.32 0.03 0.054
H 1.392583 -0.654204 4.067798 0.27 -0.35 0.34 0.071
H 3.958043 0.304676 4.559608 -0.10 0.10 -0.03 0.071
C -3.926067 -1.127654 1.302888 0.94 -0.17 0.48 -0.171
O -3.334047 -2.198914 0.596788 -0.89 -0.48 -0.47 -0.143
H -3.651527 -0.163964 0.873898 -0.14 0.12 -0.07 0.044
H -5.009437 -1.223304 1.375448 0.05 -0.25 -0.43 0.083
H -3.538897 -1.176964 2.320618 -0.08 0.35 0.30 0.068
H -2.408057 -2.023254 0.414368 0.18 0.34 0.16 0.005
C -3.695227 -0.536264 -2.393592 0.30 0.03 -0.18 -0.154
O -4.711327 -0.811364 -3.342432 -0.27 -0.12 -0.30 -0.120
H -3.357047 -1.459364 -1.922832 0.01 0.11 0.30 0.069
H -2.860347 -0.078144 -2.923892 0.21 0.22 0.37 0.057
H -4.091247 0.163516 -1.657682 0.07 -0.15 0.01 0.067
H -4.230937 -1.177294 -4.088702 -0.33 -0.09 -0.21 0.067
C 3.363273 -2.296354 -4.608662 -1.08 0.27 0.15 -0.141
O 3.205343 -2.343424 -3.179732 1.79 -0.32 -0.58 -0.135
H 3.214323 -1.277564 -4.966402 0.14 0.07 -0.07 0.072
H 4.296073 -2.688884 -5.013532 0.36 0.07 0.86 0.071
H 2.604763 -2.904064 -5.102062 -0.31 -0.09 0.05 0.070
H 2.279653 -2.232734 -2.950722 -0.63 0.06 -0.37 0.017
C 3.349353 2.310206 -2.006752 0.02 -0.37 0.08 -0.158
O 2.125673 2.697196 -2.608432 0.31 0.11 -0.13 -0.136
H 3.416263 2.750966 -1.012092 0.27 -0.06 0.16 0.069
H 3.368133 1.222186 -1.943802 0.24 -0.15 0.28 0.067
H 4.224813 2.595596 -2.590042 -0.28 0.32 -0.20 0.076
H 1.489423 2.221866 -2.069132 -0.63 0.10 -0.10 0.011
C 0.873223 -3.516054 2.368718 0.46 -0.10 0.63 -0.178
O 0.035983 -3.280664 1.277838 -0.47 -0.71 -0.37 -0.163
H 0.478303 -3.187524 3.330078 -0.27 0.44 0.02 0.073
H 1.010433 -4.587114 2.517418 -0.03 -0.13 -0.46 0.076
H 1.857753 -3.067644 2.235538 0.16 0.06 0.00 0.062
H -0.025227 -2.346494 1.065308 0.20 0.51 0.12 -0.090
C 3.759593 -1.261014 0.379608 0.44 -0.22 0.19 -0.189
O 4.798883 -1.230544 -0.575912 0.32 -0.05 -0.11 -0.126
H 3.000343 -2.014004 0.168358 -0.26 0.17 -0.28 0.068
H 4.220133 -1.588644 1.311628 0.02 0.19 0.22 0.066
H 3.332153 -0.266704 0.508988 -0.32 -0.07 0.04 0.047
H 4.452323 -1.433484 -1.447872 -0.28 -0.11 -0.26 0.038
C 0.130513 -3.533584 -2.303352 -0.55 0.28 -0.15 -0.093
O 0.482293 -2.276964 -2.915242 0.37 -0.53 0.38 -0.194
H -0.943937 -3.632924 -2.457562 0.01 -0.67 -0.23 0.081
H 0.740923 -4.311964 -2.761222 -0.31 -0.03 -0.10 0.086
H 0.257563 -3.578844 -1.221732 0.41 0.37 0.04 0.064
H 0.373513 -1.614804 -2.228722 -0.21 0.69 0.32 -0.046
C -3.425977 2.995856 -1.181182 0.37 0.98 0.14 -0.177
O -2.126337 2.655956 -1.641702 -0.67 0.06 -0.11 -0.170
H -3.849887 2.286606 -0.470282 -0.08 -0.25 -0.26 0.059
H -3.369107 3.952086 -0.661092 0.10 0.16 0.37 0.065
H -4.103217 3.226426 -2.003532 -0.06 -0.63 -0.24 0.075
H -1.845477 1.877786 -1.154702 0.41 -0.31 0.08 -0.095
C -1.142807 0.838046 6.539308 -0.83 -0.08 0.49 -0.183
O -1.326997 -0.047944 5.484528 0.19 -1.25 -0.41 -0.127
H -2.072387 1.383286 6.702698 0.04 0.67 0.01 0.070
H -1.064877 0.221086 7.434498 0.43 0.00 0.06 0.074
H -0.282507 1.502226 6.456528 0.03 0.03 -0.13 0.081
H -1.487417 0.373946 4.637258 0.32 0.65 -0.05 0.027
C -0.046547 0.477036 -4.429522 -0.36 0.47 1.03 -0.174
O 0.511633 -0.523934 -5.213232 0.55 -0.39 -0.90 -0.119
H 0.442953 0.644316 -3.470092 0.57 -0.17 0.10 0.039
H 0.028123 1.433596 -4.946732 -0.35 -0.17 -0.16 0.090
H -1.056687 0.212336 -4.117022 -0.43 0.36 -0.42 0.059
H 0.346603 -1.376314 -4.803572 0.05 -0.05 0.34 0.043
C -2.702697 1.782246 2.909738 -0.35 0.06 -0.39 -0.155
O -1.304507 1.703906 3.113668 -0.32 0.32 0.71 -0.163
H -2.941327 1.967696 1.862468 0.03 -0.09 -0.15 0.061
H -3.212727 0.871436 3.223408 -0.02 -0.14 0.00 0.062
H -3.156797 2.604966 3.462038 0.43 0.11 0.25 0.083
H -0.910327 1.247056 2.367008 0.17 -0.25 -0.48 -0.054
```
Forces are in eV/Å.

***

[2]
This record from the OMol25 dataset describes 2 unconnected molecules or ions with the total composition C16H22N7O6P at a distorted geometry. The level of theory is the ωB97M-V functional and the def2-TZVPD basis.

## Properties
**Calculated total energy**: -1798.507000 Ha
**Total charge**: 0
**LUMO level**: -2.4 eV

XYZ file:
```
52
Properties=species:S:1:pos:R:3:forces:R:3:nbo_charge:R:1
C 3.010358 -1.071070 -1.659274 0.29 -0.19 0.21 -0.628
C 2.495914 0.282545 -2.135015 0.08 -0.33 -0.58 0.118
C 3.578621 1.185750 -2.734891 0.38 -0.19 -0.04 -0.618
C 1.397320 -0.077513 -3.146225 -0.32 -0.11 -0.21 -0.625
N 1.919876 1.024440 -0.981117 1.13 1.37 0.33 -0.601
P 1.238939 2.582079 -1.126632 -1.66 -2.12 0.61 1.112
H -1.323198 -1.500598 0.203447 0.86 0.78 -0.80 0.200
N 0.687959 2.387904 0.474877 1.68 0.80 -0.29 -0.588
C -0.265732 3.327806 1.110758 -0.69 0.44 0.22 0.115
C -0.560064 2.864490 2.532240 0.13 -0.05 0.38 -0.634
C -1.635363 3.248214 0.421004 -0.39 -0.11 -0.21 -0.638
C 0.368105 4.719361 1.004437 0.06 0.20 0.38 -0.616
C 1.466283 1.502735 1.173005 -0.73 -0.46 -0.55 -0.027
C 2.182223 0.712502 0.328302 -0.91 -0.27 -0.25 -0.027
H 2.164035 -1.657721 -1.278643 0.28 0.07 0.03 0.234
H 3.437726 -1.633566 -2.497543 -0.11 0.26 0.13 0.245
H 3.776447 -0.996429 -0.885036 0.06 -0.05 -0.14 0.209
H 3.175075 2.153937 -3.067716 0.03 -0.31 0.02 0.213
H 4.360689 1.379769 -1.987874 -0.18 0.00 -0.13 0.219
H 4.059690 0.699079 -3.591382 -0.19 0.10 0.13 0.236
H 0.828688 0.779432 -3.526108 0.19 -0.04 0.09 0.218
H 1.866533 -0.592365 -4.004435 -0.19 0.32 0.36 0.233
H 0.683268 -0.795357 -2.704325 0.21 0.39 -0.18 0.246
H 0.326995 2.785506 3.163739 -0.07 0.16 0.04 0.203
H -1.257319 3.556651 3.017743 0.19 -0.08 -0.21 0.246
H -1.063125 1.889470 2.484729 0.15 0.16 0.14 0.253
H -1.608483 3.426658 -0.660928 0.13 0.11 0.16 0.209
H -2.099391 2.260027 0.594401 0.20 0.34 -0.14 0.279
H -2.300811 3.997332 0.889112 0.35 -0.29 -0.30 0.231
H 0.559851 5.009079 -0.040446 -0.18 -0.09 0.24 0.209
H -0.281706 5.476301 1.458606 0.07 -0.18 -0.16 0.238
H 1.327035 4.742662 1.540710 -0.17 -0.02 -0.11 0.216
H 1.407729 1.387658 2.236224 -0.12 0.00 0.10 0.254
H 2.782922 -0.126589 0.618646 -0.01 -0.11 -0.05 0.248
O -0.609356 -5.973248 2.481883 -0.26 0.46 -0.26 -0.393
N -1.297261 -4.971012 2.413676 -1.27 1.84 -0.91 0.418
C -1.802604 -4.168610 1.411616 0.54 -1.81 1.72 -0.052
C -2.548759 -3.121358 2.029217 0.27 0.94 2.49 0.138
N -2.516102 -3.264047 3.397359 -0.08 0.39 -2.95 -0.132
O -1.742324 -4.373406 3.613542 0.44 -1.23 0.05 -0.178
C -2.949976 -1.997291 1.245174 -1.09 1.06 0.33 -0.127
N -3.347251 -0.726955 1.733720 -0.07 -1.27 -0.26 0.488
O -3.814818 -0.552809 2.875226 0.61 -0.42 -0.74 -0.457
O -3.232435 0.232771 0.908534 0.08 -0.05 0.69 -0.576
C -2.290715 -1.874764 -0.101268 -1.07 0.06 -0.56 -0.451
C -2.014324 -3.166507 -0.777998 1.81 0.02 -1.64 0.068
N -1.393795 -3.273478 -2.006770 -0.83 -0.97 2.92 0.383
O -1.325993 -2.611170 -3.031431 0.06 -0.20 0.46 -0.430
O -0.659552 -4.524059 -1.931807 -0.25 0.21 -0.79 -0.186
N -0.738815 -5.097310 -0.698197 -2.45 2.44 1.33 -0.069
C -1.595559 -4.259440 -0.002911 2.71 -2.03 -1.52 0.101
H -2.827457 -1.207485 -0.783954 0.33 0.06 0.44 0.271
```
Forces are in eV/Å.

***

[3]
This record from the OMol25 dataset describes a molecular structure, C6H10 at a distorted geometry. The level of theory is the ωB97M-V functional and the def2-TZVPD basis.

## Properties
**Calculated total energy**: -234.512209 Ha
**Total charge**: 0
**ΔE to the lowest compared entry with this formula, charge and spin**: 237.1 kJ/mol
**LUMO level**: 1.2 eV

XYZ file:
```
16
Properties=species:S:1:pos:R:3:forces:R:3:nbo_charge:R:1
C -1.442647 0.455866 0.445548 -0.33 0.21 0.45 -0.428
C -0.465619 0.904508 -0.574308 -0.33 -1.05 -0.71 -0.196
C 1.005567 0.969036 -0.309240 -0.37 0.12 0.12 -0.453
C 1.454518 -0.233484 0.482705 -1.09 -1.11 -0.35 -0.384
C 0.025945 -1.566455 -0.007000 1.90 1.35 0.22 -0.375
C -1.037252 -0.620712 -0.494032 1.09 1.23 -0.75 -0.272
H -1.136356 0.329238 1.478148 -0.04 0.05 0.06 0.207
H -2.434533 0.862132 0.316741 -0.14 0.05 0.17 0.220
H -0.777190 1.708198 -1.262580 -0.34 -0.95 0.01 0.217
H 1.572902 1.057658 -1.252324 -0.32 0.01 0.34 0.208
H 1.045693 1.928567 0.225102 0.93 -0.15 0.21 0.221
H 1.195955 -0.152247 1.543841 -0.01 -0.02 -0.23 0.185
H 2.567467 -0.353010 0.434035 -1.10 -0.70 -0.29 0.214
H -0.053865 -1.941042 1.015468 -0.52 0.02 -0.23 0.197
H 0.137271 -2.440595 -0.697383 0.67 1.02 0.46 0.213
H -1.657851 -0.907656 -1.344722 -0.01 -0.07 0.52 0.227
```
Forces are in eV/Å.

***

[4]
This record from the OMol25 dataset describes 2 unconnected molecules or ions with the total composition C7H13O at a distorted geometry. The level of theory is the ωB97M-V functional and the def2-TZVPD basis.

## Properties
**Calculated total energy**: -349.519725 Ha
**Total charge**: -1
**ΔE to the lowest compared entry with this formula, charge and spin**: 530.6 kJ/mol
**LUMO level**: 2.1 eV

XYZ file:
```
21
Properties=species:S:1:pos:R:3:forces:R:3:nbo_charge:R:1
C 0.630419 3.384361 0.512287 0.96 0.06 -2.77 -0.088
O 1.122841 4.024157 1.616464 -1.89 -2.92 2.54 -0.641
C 1.135638 1.919701 0.344916 0.20 0.50 0.09 -0.448
C 0.019265 1.008221 -0.117426 -0.63 -0.50 -0.98 -0.422
C 0.033725 -0.430281 0.223620 0.61 0.20 1.21 -0.404
C -1.080186 -3.933077 -1.003792 0.86 0.47 -0.26 -0.617
C -0.543508 -2.831273 -0.138690 0.14 0.29 0.23 -0.422
C -0.541235 -1.473641 -0.460413 0.64 -1.19 -1.25 -0.197
H 0.987177 3.972734 -0.391973 -0.46 -0.40 0.48 0.125
H -0.465394 3.350778 0.494081 0.00 0.27 -0.29 0.130
H 1.584334 1.557273 1.277235 -0.41 0.13 0.36 0.212
H 2.009424 1.913864 -0.309984 0.00 -0.11 -0.35 0.199
H -0.062229 1.096862 -1.210224 -0.16 0.09 -0.01 0.191
H -0.930508 1.466386 0.246216 -0.05 0.19 0.46 0.156
H 0.281656 -0.646919 1.269760 0.06 0.07 -0.12 0.157
H 0.283207 2.639699 2.222089 1.78 2.79 0.13 0.227
H -0.332408 -4.440739 -1.667495 -0.12 0.02 0.54 0.153
H -1.743167 -3.463958 -1.702390 -0.90 -0.01 -0.48 0.190
H -1.591244 -4.690563 -0.410506 -0.19 -0.17 -0.18 0.183
H 0.043411 -3.169754 0.711940 -0.09 0.21 0.21 0.160
H -0.841215 -1.253830 -1.505716 -0.36 0.04 0.44 0.157
```
Forces are in eV/Å.

***

> What is the total charge in the fourth record?

-1